Below is a molecular structure, C39H88F10N9O17S4 in a non-equilibrium geometry, with properties calculated with ωB97M-V/def2-TZVPD.

```
167
Properties=species:S:1:pos:R:3:forces:R:3
C 0.972 -2.827 3.525 0.2 0.4 0.2
C 1.883 -1.755 2.916 0.5 -1.0 -0.9
C 3.314 -2.294 2.839 -0.5 -0.1 0.5
N 4.318 -1.455 2.153 1.3 0.3 0.7
C 4.050 -1.304 0.733 -0.1 -0.7 -1.4
C 5.747 -2.089 2.297 -1.0 0.4 0.9
C 6.645 -0.962 1.901 0.7 0.4 1.1
C 5.958 0.273 2.519 -0.5 1.1 -1.1
C 4.499 -0.068 2.828 0.1 -1.0 -1.8
H 0.919 -3.757 2.984 -0.1 -0.2 -0.7
H -0.039 -2.399 3.580 0.3 -0.5 0.4
H 1.398 -3.121 4.493 -0.6 0.3 0.1
H 1.910 -0.944 3.603 -0.3 1.1 0.3
H 1.517 -1.449 1.904 0.3 0.0 0.9
H 3.297 -3.251 2.378 0.1 -0.9 -1.0
H 3.738 -2.532 3.811 -0.2 0.4 0.4
H 4.821 -0.706 0.248 0.0 0.1 0.2
H 3.091 -0.825 0.566 -0.1 0.0 0.0
H 4.091 -2.323 0.283 -0.3 0.8 0.2
H 5.813 -3.026 1.748 -0.2 0.1 -0.1
H 5.874 -2.275 3.383 -0.2 -0.1 -0.6
H 6.929 -0.933 0.853 -0.5 0.3 -0.2
H 7.585 -1.039 2.410 0.6 -0.5 0.3
H 6.069 1.110 1.846 -0.5 0.2 -0.7
H 6.368 0.742 3.388 0.8 -0.6 0.9
H 3.742 0.639 2.450 0.3 -0.4 0.1
H 4.345 -0.289 3.849 -0.2 0.1 1.2
C -6.141 -1.925 5.600 0.8 -0.6 1.5
C -5.637 -2.133 4.196 0.0 0.2 -0.9
C -5.800 -0.917 3.303 1.7 -0.3 -0.8
N -4.864 -1.020 2.023 -1.0 -0.5 0.7
C -5.323 -2.122 1.109 -0.7 0.1 -0.5
C -3.420 -1.133 2.389 1.0 -0.4 0.5
C -2.599 -0.234 1.416 0.3 -0.9 0.5
C -3.652 0.233 0.395 0.0 0.8 -0.5
C -4.885 0.260 1.298 -0.5 0.2 -0.7
H -7.156 -1.642 5.838 -0.5 0.1 -0.8
H -5.512 -1.186 6.099 0.1 0.2 0.0
H -5.962 -2.855 6.174 -0.1 0.4 -0.3
H -6.097 -2.978 3.692 -0.1 -0.3 0.2
H -4.560 -2.335 4.245 -0.3 -0.2 0.2
H -5.427 -0.020 3.803 -0.3 0.1 0.0
H -6.788 -0.793 2.903 -0.5 0.2 0.0
H -4.617 -2.206 0.292 0.0 -0.2 0.1
H -6.337 -1.962 0.695 0.5 0.6 0.3
H -5.411 -3.058 1.620 0.5 -0.4 0.4
H -3.089 -2.170 2.358 -0.2 0.2 0.0
H -3.352 -0.826 3.439 0.2 0.2 -0.3
H -1.722 -0.787 1.006 -0.9 0.4 0.2
H -2.191 0.577 2.049 -0.3 0.0 -0.7
H -3.858 -0.418 -0.490 0.6 0.3 0.9
H -3.362 1.229 -0.006 -0.5 -0.5 0.3
H -5.871 0.322 0.854 0.0 0.4 -0.4
H -4.773 1.009 2.059 0.0 0.7 0.3
C -2.316 3.612 6.133 -0.2 1.2 0.5
C -1.954 3.017 4.829 0.0 -2.0 0.1
O -1.990 1.861 4.517 0.2 1.6 0.0
N -1.592 4.056 3.751 -0.7 0.2 -0.2
H -2.369 4.754 3.800 0.9 -0.2 -0.3
H -0.725 4.566 4.006 -0.5 -0.3 -0.3
C -1.526 3.442 2.348 0.6 0.5 0.7
H -2.980 4.456 5.887 0.0 -0.1 0.4
H -1.462 4.074 6.658 -0.1 -0.2 -0.4
H -2.821 2.954 6.853 0.3 -0.1 -0.7
H -0.805 2.628 2.402 -0.1 0.1 -0.1
H -1.199 4.202 1.629 -0.2 -0.1 0.5
H -2.520 3.091 2.121 -0.2 -0.1 -0.1
C 4.329 4.008 1.758 -0.9 0.8 0.9
C 3.643 5.326 2.131 0.5 0.1 -0.4
O 4.147 6.359 2.506 -1.1 -2.0 -0.6
N 2.086 5.120 2.007 2.7 0.8 0.6
H 1.814 3.399 1.458 -1.5 -2.1 -0.6
H 1.902 5.472 2.939 -0.6 -0.3 0.5
C 1.673 6.239 1.167 -0.5 0.8 -1.9
H 4.266 3.764 0.707 -0.4 0.1 -0.2
H 3.690 3.353 2.350 0.4 -0.8 -0.3
H 5.349 3.915 2.059 0.6 0.3 0.4
H 2.385 7.064 1.218 -0.3 0.2 0.3
H 0.654 6.570 1.328 0.1 0.1 0.7
H 1.610 5.963 0.113 0.4 -0.4 0.1
C 5.749 9.729 -3.058 0.6 -0.6 0.6
C 4.900 8.598 -2.509 1.1 1.7 -2.6
O 4.831 8.162 -1.447 -0.1 -0.8 2.2
N 3.940 7.968 -3.577 -0.8 -1.2 0.4
H 3.273 8.699 -3.796 -0.4 0.3 -0.1
H 4.367 7.705 -4.475 0.2 0.2 0.4
C 3.197 6.747 -2.978 0.4 0.8 -0.9
H 5.785 10.574 -2.360 -0.4 -0.2 -0.3
H 5.562 9.981 -4.079 -0.8 0.5 -0.5
H 6.792 9.419 -3.145 0.1 -0.5 0.5
H 2.933 6.993 -1.968 -0.2 0.1 0.3
H 3.913 5.938 -2.998 0.0 -0.3 0.0
H 2.307 6.535 -3.569 0.2 0.1 0.0
C -2.753 -1.157 -3.870 2.0 -0.4 0.5
C -1.519 -1.447 -4.706 2.8 1.1 0.4
O -0.347 -1.342 -4.343 -3.8 -0.5 -1.7
N -1.800 -1.951 -6.138 -0.9 -1.9 -1.9
H -1.913 -3.009 -6.033 0.6 0.4 1.2
H -2.740 -1.841 -6.589 0.5 1.1 1.2
C -0.873 -1.983 -7.385 0.3 0.8 0.8
H -3.441 -2.001 -3.931 -0.4 0.6 0.1
H -3.078 -0.130 -3.908 -0.8 0.2 -1.2
H -2.297 -1.059 -2.887 -0.1 -0.9 0.5
H -1.064 -1.162 -8.087 -0.3 -0.2 0.5
H -1.107 -2.944 -7.799 0.2 -0.2 -0.6
H 0.171 -1.940 -7.103 0.0 -0.1 0.3
C 2.749 -6.896 -5.006 0.6 0.6 -0.2
C 2.885 -5.349 -5.157 -1.0 -2.9 1.7
O 2.995 -4.625 -6.050 0.4 1.0 -1.2
N 2.802 -4.740 -3.706 0.1 2.2 -0.4
H 1.860 -5.005 -3.376 -0.1 0.1 0.2
H 3.521 -5.151 -3.128 0.1 -0.4 0.2
C 2.915 -3.187 -3.633 0.5 -1.4 -0.1
H 3.742 -7.255 -4.663 -0.5 0.0 -0.2
H 2.438 -7.408 -5.912 0.5 0.5 -0.4
H 1.963 -7.238 -4.325 0.3 0.7 0.4
H 2.390 -2.768 -4.463 -0.7 0.1 -0.3
H 3.943 -2.869 -3.756 0.3 -0.4 0.0
H 2.548 -2.837 -2.677 -0.3 -0.2 0.0
C -3.215 -4.600 1.875 0.1 0.9 -2.8
O -4.147 -5.247 1.032 -0.9 -0.5 -0.4
O -2.576 -5.248 2.664 1.8 -1.1 2.1
C -2.150 -3.816 0.534 -0.9 -4.0 0.0
F -1.142 -3.099 1.000 1.1 1.8 0.5
F -1.498 -4.843 -0.141 -0.3 0.5 -0.1
F -2.795 -3.116 -0.463 0.3 0.9 -0.1
C -4.195 -6.710 1.039 0.1 0.5 0.3
C -5.609 -7.165 1.385 1.1 0.5 1.6
H -6.234 -6.898 0.578 -1.1 0.1 -0.8
H -5.595 -8.235 1.569 -0.2 -0.2 -0.2
H -5.972 -6.670 2.322 0.3 -0.3 -0.7
H -3.451 -7.104 1.732 -0.1 0.3 0.1
H -3.939 -7.098 0.043 0.0 0.4 0.1
H -3.568 -3.608 2.131 -1.3 -0.1 0.6
C 1.014 1.947 0.129 0.4 0.4 -2.4
O 1.006 0.524 -0.037 0.1 0.5 1.3
O 1.432 2.381 1.364 0.6 0.9 0.7
C 2.058 2.462 -0.971 -1.0 -1.8 1.6
F 2.478 3.674 -0.744 0.6 1.5 0.3
F 3.173 1.656 -1.030 -0.8 0.5 -0.1
F 1.433 2.460 -2.124 0.0 -0.1 -1.5
C 0.299 -0.079 -1.154 0.4 -0.6 0.5
C 0.456 -1.569 -0.902 1.7 0.2 0.1
H 1.522 -1.753 -1.063 0.2 -0.3 0.0
H 0.324 -1.682 0.173 -0.4 -0.5 -0.3
H -0.047 -2.322 -1.520 -0.5 0.6 0.3
H 0.767 0.244 -2.077 -0.3 0.0 -0.2
H -0.762 0.085 -1.121 -0.6 1.0 0.0
H -0.006 2.297 -0.193 0.8 0.2 0.4
N -1.579 -4.576 -5.061 1.2 -2.5 -1.6
S -1.145 -4.918 -3.568 -2.3 -2.8 1.3
O 0.140 -4.481 -3.162 2.0 0.7 -0.1
O -1.589 -6.195 -3.078 0.8 1.0 -1.0
F -2.069 -3.895 -2.919 -0.9 1.4 0.6
S -1.107 -5.892 -6.047 1.1 -3.0 -0.5
O -1.913 -7.114 -6.133 1.1 3.3 0.9
O 0.352 -6.127 -6.147 -2.5 1.1 1.2
F -1.380 -5.117 -7.357 -0.7 0.7 -0.9
N -2.306 6.206 -1.052 3.1 -1.8 -0.7
S -0.847 5.464 -1.181 -2.3 0.3 -1.8
O -0.520 4.676 -0.058 0.8 -1.3 0.9
O 0.210 6.153 -1.832 0.4 0.8 -0.1
F -1.303 4.424 -2.249 -0.2 -0.4 -0.4
S -2.334 7.026 0.251 -0.9 2.7 1.8
O -1.473 6.618 1.369 -0.9 0.7 -1.4
O -3.677 7.354 0.526 -0.9 -0.3 0.8
F -1.798 8.456 -0.267 0.7 -0.9 0.6
```
Forces are in eV/Å.

The value obtained for the frontier orbital gap is 5.16 eV. As for the spin multiplicity: 1. The calculation puts the strongest force on any atom at 0.0818 Eh/bohr. Its charge is +3.

Mulliken population analysis, charges in e, atoms 1 to 2: atom 1 (C): -1.608, atom 2 (C): 1.043